The following is a quantum chemistry calculation of a cluster of 2 separate species, C11H17NSi in total at a distorted geometry, from OMol25.

The geometry in ORCA input format:
```
! RIJCOSX wB97M-V def2-TZVPD def2/J DEFGRID3
* xyz 0 1
C 3.95587 0.58991 0.14424
C 3.28608 0.68379 -1.08250
C 3.24180 0.09756 1.27564
C 1.95695 0.34074 -1.23688
C 1.91610 -0.36546 1.07060
C 1.37042 -0.13631 -0.14453
C 0.11979 -3.14906 -0.18428
C -0.90238 -2.29288 -0.19568
C -1.22747 1.02496 1.84037
C -1.56550 1.80963 -1.42308
C -3.64801 0.22942 -0.09714
N -0.92042 -0.96287 -0.38488
Si -1.73093 0.54512 0.00887
H 4.96639 0.74311 0.31137
H 3.98223 0.88769 -1.99927
H 3.62804 -0.10484 2.27566
H 1.40603 0.33490 -2.15230
H 1.32621 -0.95210 1.69272
H -0.13481 -4.16072 -0.20273
H 1.18073 -2.68723 -0.27549
H -1.87391 -2.62286 -0.12091
H -1.60808 0.26816 2.39564
H -0.17182 1.09080 1.92868
H -1.65050 2.04594 2.02187
H -2.00068 2.81250 -1.17338
H -0.62660 2.14760 -1.64434
H -1.98293 1.45872 -2.27831
H -3.97523 -0.17945 -1.03266
H -4.04417 -0.49491 0.48879
H -4.27317 0.99813 0.17391
*
```

Results
- Kohn-Sham gap (spin up / spin down): 7.514 / 6.993 eV
- Energy relative to the best compared isomer or geometry (same formula, charge and spin): 332.1 kJ/mol
- Highest occupied orbital energy (spin up / spin down): -7.8 / -7.6 eV

And the Löwdin charges, in e, turn out to be: atom 1 (C): -0.071, atom 2 (C): -0.085, atom 3 (C): -0.036, atom 4 (C): -0.099, atom 5 (C): -0.100, atom 6 (C): -0.028, atom 7 (C): -0.022, atom 8 (C): -0.363, atom 9 (C): -0.144, atom 10 (C): -0.159, atom 11 (C): -0.160, atom 12 (N): -0.002, atom 13 (Si): 0.545, atom 14 (H): 0.075, atom 15 (H): 0.143, atom 16 (H): 0.107, atom 17 (H): 0.112, atom 18 (H): 0.091, atom 19 (H): 0.012, atom 20 (H): 0.075, atom 21 (H): 0.082, atom 22 (H): -0.022, atom 23 (H): -0.016, atom 24 (H): 0.045, atom 25 (H): 0.057, atom 26 (H): -0.028, atom 27 (H): -0.012, atom 28 (H): 0.028, atom 29 (H): -0.023, atom 30 (H): -0.003